No. 1
27
Properties=species:S:1:pos:R:3:forces:R:3:nbo_charge:R:1 method="wB97M-V/def2-TZVPD" e_homo_ev=-1.86 relative_energy_kcal_mol=46.7 charge=-2 e_tot_ha=-742.82639
O -0.13686 -1.00333 3.29815 -0.4708 -1.6386 3.2304 -0.98
H 0.19452 0.73578 -2.43852 -6.4398 0.0150 0.9348 0.14
H 0.39084 -0.33918 2.97138 1.6873 2.2612 -1.4000 0.46
H 2.75441 -0.67943 -1.79740 -0.5769 1.2040 0.5984 0.18
C 1.81130 -0.21623 -1.35433 2.1267 1.4142 -0.2293 -0.45
H 1.28576 2.77057 -1.69675 0.6373 -0.1317 0.0536 0.50
H -3.10325 0.53193 1.82778 -0.6490 0.2311 3.2380 0.45
H -0.93497 2.04772 1.08573 0.6035 1.2085 -0.6693 0.48
H 1.77976 -1.93035 0.03830 0.4954 0.0622 -0.2012 0.18
H -2.45913 -0.36229 0.85794 0.7651 -1.8661 0.0677 0.49
O 1.30636 3.43533 -0.71512 -2.6570 4.0431 -4.0819 -1.06
N -0.08186 -1.03625 -0.05694 -0.2331 -3.3130 -0.0983 -0.74
O 1.66988 1.91590 -2.60159 0.0749 -1.0095 -0.0555 -0.91
H 1.30188 -0.04699 -3.49156 -0.1786 1.2796 1.5583 0.07
C 1.17793 -1.41302 -0.70780 -2.1037 0.2894 -1.0549 -0.20
H -0.68162 -1.31800 2.60647 -1.3459 -0.5788 -1.7232 0.50
O -1.85284 -1.78222 1.16516 -0.1150 -0.4345 0.1534 -0.86
H -0.36890 -0.07324 0.09322 0.1225 -0.5812 -0.0885 0.40
O -0.58763 -3.37278 0.22745 0.4685 1.5038 -0.4464 -0.77
C -0.88433 -2.17621 0.44112 0.3755 1.0698 0.1883 0.89
H 0.06090 3.17999 0.23223 -0.7744 -0.7930 0.8659 0.51
C 1.14576 0.59666 -2.48008 5.8201 -0.7698 -2.9989 -0.02
H 0.97865 -2.15974 -1.57176 0.1261 0.8760 1.4092 0.17
H 1.62269 2.78461 -0.22349 2.6851 -4.2717 3.7274 0.43
H 2.04900 0.72105 -0.73131 0.2225 -1.9569 0.1625 0.20
O -0.46260 2.91651 1.08811 -0.2508 -0.3451 0.0651 -1.07
O -2.91150 0.47112 0.94320 -0.4157 2.2320 -3.2057 -1.00

***

No. 2
99
Properties=species:S:1:pos:R:3:forces:R:3:mulliken_spin:R:1 method="wB97M-V/def2-TZVPD" e_homo_ev="-12.24 / -12.88" relative_energy_kcal_mol=0.0 s_squared=0.751 multiplicity=2 charge=+1 e_tot_ha=-7197.40564
F -18.11633 -10.39803 -8.16285 1.4436 0.5370 2.9041 0.00
H -19.65770 -6.63296 -7.22017 -0.1703 -0.2325 -0.3261 0.00
C -20.68368 -6.64459 -6.85229 -0.2227 -0.0781 0.8998 0.00
H -19.41741 -5.60899 -5.11866 0.2663 0.4578 0.8623 0.00
C -18.24063 -2.32486 -4.89887 -0.6242 -2.2405 0.8208 0.00
C -13.32307 -4.77125 -0.40346 -0.5419 -3.4637 0.7191 0.00
C -11.45856 -11.47584 -6.16054 1.6363 -0.1860 -0.7011 0.00
C -10.18388 -8.31639 -2.72780 -0.5214 -0.7800 -0.2300 0.00
C -10.87499 -3.30599 -4.04129 -0.2870 -0.9560 0.5155 0.00
F -13.16730 -7.15400 -5.14654 -1.4147 1.2195 0.3205 0.00
C -13.16464 -3.40987 -0.84670 0.7507 0.6540 -0.3670 0.00
H -12.15771 -3.22971 -1.22317 0.3888 -0.6043 -0.0363 0.00
H -17.58982 -1.71592 -7.41695 0.0054 0.4710 0.2540 0.00
H -8.46671 -4.61291 -4.09643 0.3095 -0.0894 -0.0604 0.00
F -13.25476 -5.83028 -3.12886 -1.5786 -0.3649 -0.9156 0.00
H -21.38724 -7.22112 -7.45288 0.4818 -0.1654 -0.2843 0.00
As -17.31956 -10.12384 -6.52241 -1.3130 -0.9938 -3.7385 0.00
H -10.83368 -11.61568 -7.04262 0.3917 0.4192 -0.0725 0.00
F -16.54279 -9.85050 -4.86673 0.2523 0.0224 2.3342 0.02
F -17.53787 -8.37463 -6.60702 0.0328 -1.6188 0.3010 0.00
H -16.18963 -3.97458 0.15759 -0.5982 0.3322 -0.0725 0.00
F -13.95099 -4.48205 -5.22537 -0.3540 -2.7243 1.3356 0.00
H -10.54191 -5.30104 -3.04117 -0.5921 0.4492 -0.0053 0.00
C -10.42934 -7.91458 -1.28623 -1.0266 0.5832 -0.9693 0.00
C -16.73139 -6.62931 -0.38331 2.3566 -2.5823 -2.3667 0.00
H -13.58873 -3.20878 -2.93900 0.0724 0.1884 0.0061 0.00
C -9.10082 -4.47371 -6.14049 0.1781 0.7112 0.1618 0.00
N -13.79975 -8.95337 -1.80883 2.9965 -0.8418 2.3826 0.00
N -19.79016 -0.51513 -5.77434 -0.9363 1.0622 -0.3458 0.00
H -16.83066 -2.74846 2.30472 0.5567 -0.2400 0.0382 0.00
C -19.11220 -1.32223 -5.34774 -0.5270 0.7593 -1.0200 0.00
C -10.59845 -4.83804 -4.02633 1.5576 1.2615 -2.0705 0.00
F -16.96359 -11.82214 -6.26629 -0.3141 1.0743 -0.0161 0.00
C -19.79004 -6.39663 -4.46377 -0.4724 -1.4412 -0.3796 0.00
C -13.18521 -10.16560 -5.19786 -1.0251 0.8915 1.1732 0.02
C -16.53597 -4.53842 1.02376 1.5847 0.4993 0.8590 0.00
F -15.75286 -5.26573 -3.53967 1.4417 -0.8386 -0.4856 0.00
C -14.03676 -2.88611 -1.99919 -0.1128 0.4716 -0.0305 0.00
H -11.05829 -11.34737 -3.98345 -0.1191 -0.2460 -0.0301 0.00
C -17.24952 -3.74305 2.15150 0.0372 0.2516 -1.7983 0.00
H -8.18921 -4.77065 -6.65903 -0.2537 -0.5713 -0.1156 0.00
H -9.46573 -7.91264 -0.77675 -0.3346 0.2214 0.3587 0.00
H -21.08473 -5.63124 -6.87132 0.1763 0.2016 0.0599 0.00
H -12.70512 -9.98068 -7.18093 0.1096 -0.0029 -0.1922 0.00
C -10.54816 -11.45042 -4.94118 0.4616 -0.2253 -0.5327 0.00
H -16.12650 -2.84237 -4.95500 -0.1695 0.1105 0.3054 0.00
H -8.96475 -3.39253 -6.11491 -0.1693 0.1844 0.5163 0.00
H -21.81445 -7.12879 -5.16825 0.1609 0.3765 0.8330 0.00
C -12.73043 -8.92747 -1.29360 -3.3497 -0.2626 -1.1846 0.00
H -11.27202 -5.32604 -4.73078 -0.7048 0.1646 0.6725 0.00
F -15.67979 -9.97988 -7.21334 -1.6171 0.1729 0.7866 0.00
N -11.12237 -2.17044 -4.03858 0.4316 -1.6480 0.0296 0.00
C -16.71692 -2.11748 -6.90228 -0.1583 -0.2388 0.4735 0.00
N -17.83170 -7.89373 -3.55162 -2.0128 0.4066 -0.3503 -0.04
F -15.08120 -7.65909 -3.66075 -0.2494 -0.4651 0.1875 0.03
H -8.93355 -6.14879 -4.77064 -0.4403 -0.1059 0.0727 0.00
H -20.56630 -8.26238 -5.40805 0.4144 0.0386 0.1011 0.00
H -11.08514 -8.43160 -3.32993 -0.5464 0.3937 0.1903 0.00
H -18.44553 -2.29784 -3.82864 0.7451 -0.5050 0.3931 0.00
Hf -16.04345 -9.47917 -2.67278 2.3461 5.0931 -4.0187 0.95
H -18.62899 -3.26694 -5.28586 -0.1332 -0.2878 0.1048 0.00
H -13.11707 -2.74533 0.01599 -0.7446 -0.0361 0.2557 0.00
H -9.84059 -9.35015 -2.68792 0.9127 0.1098 -0.4589 0.00
H -15.58927 -4.83168 1.47748 0.1224 -0.4541 -0.1729 0.00
C -9.20498 -5.09362 -4.73828 -0.0688 1.2417 0.3394 0.00
C -20.75085 -7.18815 -5.39917 -0.5682 -0.2484 -1.2640 0.00
H -14.53146 -1.12308 -0.88809 0.3543 0.0765 0.3065 0.00
H -15.05884 -3.26052 -2.05641 -0.0286 -0.1338 0.4941 0.00
C -18.70330 -7.25106 -3.99951 2.7713 -1.4683 0.9179 0.03
N -16.25937 -7.31275 -1.21741 -1.7265 0.3314 2.2915 -0.02
H -17.49828 -6.29130 1.57494 -0.2519 -0.6483 -0.3856 0.00
H -12.05453 -12.38008 -6.28422 -0.8239 0.4263 0.6478 0.00
H -11.49505 -8.68014 0.45076 -0.6465 0.3350 -0.0796 0.00
H -9.88833 -12.31759 -4.96821 -0.1013 -0.0379 0.4147 0.00
N -13.49116 -5.88739 -0.06893 0.5317 2.9416 -0.7593 0.00
C -11.40899 -8.89262 -0.61485 0.6886 0.0903 0.0083 0.00
C -12.13368 -10.12672 -6.26429 -2.6451 -0.4867 0.6646 0.00
H -18.24330 -5.50486 0.13776 -0.4755 0.1513 0.4299 0.00
H -15.82375 -1.59720 -7.24821 -0.0775 -0.0260 0.0863 0.00
H -11.54637 -9.22677 -6.08187 0.3598 -0.2987 -0.0149 0.00
As -14.43881 -6.09276 -4.44037 1.0552 2.6170 -0.4470 0.00
H -17.18650 -4.30948 3.08063 -0.6177 0.1313 -0.0715 0.00
H -9.99500 -4.57850 -6.75495 0.0712 -0.5866 -0.0832 0.00
H -13.03286 -0.93070 -1.88172 0.0592 -0.1475 0.2498 0.00
F -18.87948 -10.38439 -5.67563 1.6450 0.7155 -0.5782 0.00
N -13.96332 -10.15358 -4.33479 0.5923 -0.5222 -0.7103 -0.02
H -9.58178 -7.60524 -3.29334 0.4457 -0.4041 0.2916 0.00
H -10.88595 -9.84891 -0.61058 -0.6553 -0.5374 -0.4262 0.00
H -9.91474 -10.57287 -5.07073 0.1871 0.0281 0.2307 0.00
H -20.26086 -6.14264 -3.51408 -0.2047 0.8381 -0.2809 0.00
C -17.31106 -5.79018 0.62524 -0.4944 1.0149 0.2304 0.00
H -16.68823 -1.12631 -4.90818 1.1503 0.1589 -0.3437 0.00
H -18.22569 -3.48631 1.74007 -0.5789 -0.4060 0.8108 0.00
C -14.03028 -1.36663 -1.82489 -0.6708 0.2847 -0.4627 0.00
F -15.53865 -6.33157 -5.72868 0.4299 -0.4395 0.2456 0.00
H -16.67554 -3.14139 -7.27373 0.2707 -0.1860 0.1768 0.00
C -16.83617 -2.11340 -5.34622 0.5371 0.8707 -0.8814 0.00
H -14.62559 -0.81648 -2.55361 0.0349 -0.3181 -0.3958 0.00
H -10.93752 -6.95048 -1.30545 0.4651 0.3428 0.4669 0.00